Computed, not measured: C46H58N7O3S2Tl as an isolated structure, with ωB97M-V/def2-TZVPD.

The total energy is -91582.9162 eV. For the HOMO-LUMO gap, the calculation gives 5.7729 eV. Its energy relative to the best compared isomer or geometry (same formula, charge and spin) is 0.0 kcal per mole. The HOMO energy comes out at -7.491 eV.

Geometry as ORCA input:
```
! wB97M-V def2-TZVPD RIJCOSX def2/J DEFGRID3
* xyz 0 1
Tl 0.449 0.095 -0.587
C 2.743 -4.958 2.566
C 3.622 -3.800 2.099
C 2.872 -2.519 1.914
C 2.835 -1.427 2.727
C 3.465 -1.245 4.069
C 2.449 -1.408 5.205
C 2.004 -0.422 2.066
N 1.547 -0.963 0.908
C 2.023 -2.221 0.761
C 1.751 -3.065 -0.321
C 0.978 -2.834 -1.470
C 0.730 -3.768 -2.562
C 1.186 -5.191 -2.562
C 0.332 -6.068 -1.640
C -0.025 -3.112 -3.491
C -0.258 -1.762 -2.988
C -0.954 -0.728 -3.612
C -1.214 0.594 -3.183
N -0.750 1.150 -2.040
C -1.286 2.386 -1.856
C -1.095 3.187 -0.715
C -0.360 2.944 0.453
N 0.387 1.831 0.694
C 0.946 1.887 1.922
C 1.723 0.867 2.514
C 0.559 3.152 2.522
C -0.251 3.797 1.623
C -0.973 5.096 1.800
C -2.427 4.899 2.238
C 0.920 3.573 3.912
C 0.062 2.874 4.971
C -2.118 2.672 -3.006
C -2.069 1.571 -3.827
C -2.811 1.341 -5.107
C -4.088 0.520 -4.907
C -2.929 3.918 -3.184
C -4.247 3.875 -2.407
N 0.341 -1.681 -1.769
C -0.588 -3.648 -4.769
C -2.053 -4.069 -4.624
H 3.321 -5.883 2.610
H 1.893 -5.125 1.904
H 2.313 -4.772 3.548
H 4.109 -4.055 1.152
H 4.428 -3.633 2.816
H 3.937 -0.259 4.122
H 4.267 -1.975 4.191
H 1.670 -0.643 5.141
H 2.938 -1.309 6.175
H 1.957 -2.381 5.159
H 2.203 -4.047 -0.256
H 2.232 -5.238 -2.247
H 1.156 -5.585 -3.580
H 0.324 -5.682 -0.620
H 0.713 -7.089 -1.610
H -0.702 -6.101 -1.989
H -1.387 -0.986 -4.572
H -1.628 4.132 -0.729
H 2.136 1.110 3.487
H -0.950 5.664 0.865
H -0.450 5.706 2.539
H -2.973 4.295 1.511
H -2.940 5.856 2.339
H -2.475 4.383 3.197
H 0.811 4.655 4.007
H 1.975 3.355 4.098
H -0.993 3.118 4.836
H 0.356 3.178 5.976
H 0.161 1.790 4.901
H -2.159 0.831 -5.820
H -3.062 2.302 -5.560
H -3.867 -0.434 -4.426
H -4.576 0.315 -5.861
H -4.796 1.053 -4.272
H -3.136 4.070 -4.245
H -2.346 4.786 -2.862
H -4.859 3.033 -2.732
H -4.821 4.791 -2.554
H -4.066 3.755 -1.337
H 0.006 -4.502 -5.096
H -0.496 -2.894 -5.555
H -2.151 -4.870 -3.889
H -2.454 -4.426 -5.573
H -2.669 -3.235 -4.285
S 2.868 0.871 -1.844
C 2.608 2.536 -1.603
N 1.751 3.210 -2.372
C 1.511 4.642 -2.284
C 1.792 5.121 -0.869
C 3.156 4.630 -0.410
N 3.258 3.196 -0.642
H 1.271 2.657 -3.064
H 0.469 4.824 -2.551
H 2.141 5.170 -3.004
H 1.026 4.731 -0.194
H 1.761 6.209 -0.834
H 3.284 4.808 0.657
H 3.958 5.154 -0.938
H 3.891 2.637 -0.096
N -1.894 -0.376 0.416
C -1.664 -1.422 1.364
C -1.309 -1.118 2.670
C -0.935 -2.137 3.532
C -0.922 -3.456 3.098
C -1.291 -3.751 1.795
C -1.657 -2.738 0.923
S -0.463 -4.778 4.222
O 0.559 -4.165 5.067
O 0.043 -5.818 3.338
O -1.693 -5.105 4.914
H -2.551 -0.650 -0.305
H -2.216 0.477 0.858
H -1.303 -0.083 3.003
H -0.638 -1.923 4.551
H -1.270 -4.785 1.473
H -1.918 -2.964 -0.107
*
```